105
Properties=species:S:1:pos:R:3 method="wB97M-V/def2-TZVPD" homo_ev=-8.151 e_lumo_ev=-0.8 smiles="CCP(C)c1c(C[C@@H](C)OCc2ccccc2)c(CCC(F)=C(F)F)c2c(c1OC[C@@H](C)O)C(=O)NC2=O.COC[C@@H](C)N.COC[C@@H](C)N" max_force_ev_per_a=4.341 gap_ev=7.31
C -5.270 -5.419 -4.640
C -3.767 -4.968 -4.304
P -3.899 -3.808 -2.843
C -4.710 -4.788 -1.424
C -2.224 -3.294 -2.171
C -2.171 -2.044 -1.352
C -3.414 -1.152 -1.066
C -4.166 -0.629 -2.368
C -4.970 0.722 -2.106
O -3.360 -0.597 -3.545
C -2.335 0.398 -3.507
C -2.353 1.156 -4.874
C -3.291 0.734 -5.931
C -3.327 1.381 -7.256
C -2.399 2.468 -7.551
C -1.487 2.899 -6.500
C -1.427 2.274 -5.167
C -0.877 -1.624 -0.750
C -0.743 -0.340 0.164
C -0.765 -0.696 1.695
C -2.118 -1.257 2.209
F -2.343 -2.615 2.346
C -3.122 -0.428 2.569
F -2.996 0.882 2.886
F -4.390 -0.951 2.662
C 0.364 -2.394 -0.930
C 0.239 -3.589 -1.787
C -0.978 -4.083 -2.420
O -0.933 -5.244 -3.169
C -0.067 -5.135 -4.320
C -0.759 -4.634 -5.636
C -1.051 -3.077 -5.679
O 0.205 -4.906 -6.695
C 1.703 -4.117 -1.792
O 2.168 -5.120 -2.259
N 2.580 -3.163 -1.095
C 1.791 -2.160 -0.363
O 2.184 -1.406 0.478
H -5.305 -6.206 -5.433
H -5.859 -5.672 -3.721
H -5.766 -4.497 -5.070
H -3.401 -4.443 -5.216
H -3.208 -5.900 -4.041
H -5.818 -4.645 -1.577
H -4.414 -5.866 -1.410
H -4.438 -4.233 -0.490
H -4.159 -1.809 -0.522
H -3.225 -0.285 -0.388
H -4.972 -1.388 -2.575
H -5.851 0.481 -1.448
H -5.403 1.095 -3.074
H -4.325 1.541 -1.696
H -1.347 -0.162 -3.477
H -2.341 1.061 -2.606
H -4.016 -0.104 -5.791
H -4.046 0.997 -8.024
H -2.438 2.908 -8.575
H -0.777 3.727 -6.757
H -0.687 2.631 -4.404
H -1.439 0.481 -0.135
H 0.298 0.045 -0.048
H 0.021 -1.470 1.936
H -0.489 0.217 2.289
H 0.302 -6.180 -4.533
H 0.849 -4.514 -4.166
H -1.661 -5.254 -5.907
H -0.342 -2.518 -6.359
H -0.994 -2.567 -4.684
H -2.069 -2.938 -6.151
H 0.005 -4.309 -7.439
H 2.926 -2.593 -1.881
C 2.432 4.225 5.655
C 1.841 4.671 4.322
C 0.683 3.780 3.834
O 1.091 2.533 3.288
C 1.359 1.526 4.250
N 2.918 4.750 3.329
H 3.077 3.351 5.558
H 3.046 5.024 6.081
H 1.646 3.993 6.377
H 1.437 5.678 4.468
H 0.178 4.304 3.017
H -0.069 3.632 4.620
H 0.700 1.599 5.120
H 2.405 1.569 4.560
H 1.199 0.557 3.774
H 2.542 5.143 2.468
H 3.162 3.795 3.069
C 7.809 5.709 7.342
C 6.486 5.084 6.909
C 5.901 4.104 7.945
O 6.542 2.837 7.979
C 7.740 2.801 8.733
N 6.669 4.442 5.603
H 8.649 5.021 7.246
H 8.037 6.577 6.719
H 7.762 6.051 8.379
H 5.767 5.901 6.790
H 4.863 3.899 7.664
H 5.868 4.549 8.948
H 7.699 3.463 9.603
H 8.594 3.056 8.102
H 7.886 1.778 9.084
H 5.764 4.114 5.269
H 7.192 3.582 5.759